[1]
Computed, not measured: a structure of composition C76H192Hg2N16O22 in a non-equilibrium geometry, with ωB97M-V/def2-TZVPD.

Last column: Löwdin charge in e.
Positions of all 308 atoms, in Å:
Hg1 -3.123 2.216 -1.569  1.20
Hg2 3.427 -2.626 1.762  1.19
C1 -5.785 -0.520 -3.096  -0.08
C2 -6.096 0.376 -1.855  -0.56
C3 -5.817 -0.480 -0.588  -0.08
O1 -5.436 1.624 -1.885  -0.38
H1 -5.847 0.055 -4.020  0.06
H2 -6.399 -1.408 -3.248  0.07
H3 -4.781 -0.939 -3.023  0.05
H4 -7.161 0.605 -1.889  0.11
H5 -6.313 -1.447 -0.661  0.05
H6 -6.098 0.075 0.307  0.07
H7 -4.753 -0.700 -0.496  0.05
C4 7.576 -3.590 0.620  -0.08
C5 6.922 -2.318 1.152  -0.57
C6 6.686 -1.356 -0.019  -0.08
O2 5.689 -2.524 1.828  -0.39
H8 7.781 -4.316 1.406  0.07
H9 8.499 -3.489 0.050  0.07
H10 6.916 -4.032 -0.126  0.06
H11 7.618 -1.887 1.872  0.11
H12 7.616 -0.959 -0.424  0.07
H13 6.032 -0.539 0.287  0.04
H14 6.122 -1.711 -0.881  0.06
C7 1.375 0.754 -0.350  -0.02
C8 0.052 0.884 -0.715  -0.30
C9 -0.968 -0.306 -0.625  -0.31
O3 -2.211 -0.222 -1.010  -0.12
C10 -0.561 -1.502 -0.103  -0.02
C11 0.715 -1.671 0.394  -0.33
C12 1.807 -0.481 0.239  -0.26
O4 3.008 -0.752 0.604  -0.14
O5 1.145 -2.672 0.969  -0.08
O6 -0.374 2.074 -1.042  -0.10
H15 2.129 1.526 -0.338  0.10
H16 -1.282 -2.283 0.084  0.11
C13 -10.109 -3.540 0.679  -0.04
C14 -8.723 -4.042 1.246  -0.44
C15 -8.059 -2.941 2.049  -0.20
O7 -6.842 -3.316 2.706  -0.20
C16 -5.991 -2.266 3.122  -0.11
N1 -8.859 -5.308 1.936  0.05
H17 -10.642 -4.281 0.082  0.07
H18 -9.987 -2.680 0.021  0.07
H19 -10.749 -3.271 1.519  0.07
H20 -8.076 -4.233 0.390  0.11
H21 -8.751 -2.552 2.796  0.12
H22 -7.857 -2.072 1.423  0.11
H23 -6.543 -1.336 3.260  0.09
H24 -5.128 -2.073 2.485  0.07
H25 -5.506 -2.506 4.069  0.08
H26 -9.585 -5.228 2.634  0.07
H27 -8.020 -5.344 2.497  0.05
C17 -3.639 6.239 -3.165  -0.03
C18 -3.700 5.982 -1.571  -0.37
C19 -4.555 6.968 -0.796  -0.17
O8 -4.567 6.667 0.642  -0.20
C20 -5.230 7.562 1.529  -0.11
N2 -4.191 4.604 -1.319  0.04
H28 -3.128 7.173 -3.395  0.07
H29 -4.679 6.409 -3.443  0.07
H30 -3.238 5.483 -3.840  0.05
H31 -2.676 6.074 -1.209  0.12
H32 -5.546 6.863 -1.237  0.13
H33 -4.149 7.960 -0.994  0.13
H34 -6.318 7.618 1.540  0.08
H35 -4.893 8.574 1.302  0.08
H36 -4.952 7.415 2.573  0.09
H37 -5.137 4.457 -1.642  0.08
H38 -4.436 4.663 -0.341  0.05
C21 -1.294 -4.007 -3.420  -0.03
C22 -2.091 -3.027 -4.334  -0.39
C23 -3.554 -3.409 -4.661  -0.16
O9 -3.805 -4.607 -5.400  -0.17
C24 -3.424 -4.549 -6.750  -0.13
N3 -1.906 -1.638 -3.932  0.06
H39 -0.274 -3.677 -3.224  0.07
H40 -1.160 -4.931 -3.984  0.07
H41 -1.890 -4.217 -2.532  0.06
H42 -1.473 -3.119 -5.227  0.12
H43 -4.040 -2.661 -5.289  0.12
H44 -4.141 -3.400 -3.743  0.11
H45 -3.811 -3.742 -7.371  0.09
H46 -3.625 -5.461 -7.313  0.09
H47 -2.337 -4.482 -6.794  0.07
H48 -2.154 -1.567 -2.956  0.05
H49 -0.929 -1.384 -3.907  0.05
C25 5.357 9.434 -3.014  -0.05
C26 4.368 8.291 -2.593  -0.40
C27 4.933 6.973 -2.087  -0.21
O10 5.600 6.405 -3.186  -0.20
C28 6.051 5.033 -3.076  -0.06
N4 3.470 8.801 -1.569  0.02
H50 6.145 8.862 -3.504  0.06
H51 5.838 9.882 -2.145  0.07
H52 4.989 10.207 -3.690  0.07
H53 3.833 8.135 -3.530  0.13
H54 4.167 6.307 -1.690  0.10
H55 5.674 7.037 -1.290  0.13
H56 5.240 4.306 -3.052  0.07
H57 6.533 4.871 -2.113  0.08
H58 6.719 4.828 -3.913  0.09
H59 3.782 8.607 -0.628  0.04
H60 3.389 9.800 -1.440  0.07
C29 0.294 -6.587 -1.755  -0.07
C30 -0.913 -6.938 -0.884  -0.36
C31 -1.585 -8.265 -1.377  -0.20
O11 -0.833 -9.419 -1.086  -0.18
C32 -1.444 -10.567 -1.735  -0.09
N5 -0.328 -7.075 0.450  0.03
H61 1.095 -7.326 -1.729  0.09
H62 0.702 -5.607 -1.508  0.06
H63 -0.034 -6.521 -2.793  0.06
H64 -1.589 -6.084 -0.833  0.12
H65 -1.700 -8.152 -2.455  0.12
H66 -2.525 -8.443 -0.855  0.11
H67 -2.497 -10.766 -1.535  0.09
H68 -0.896 -11.476 -1.487  0.08
H69 -1.344 -10.484 -2.818  0.08
H70 0.501 -7.643 0.547  0.07
H71 -0.970 -7.651 0.976  0.07
C33 -1.704 4.136 1.524  -0.04
C34 -2.048 2.666 1.788  -0.40
C35 -2.355 2.329 3.275  -0.17
O12 -2.991 1.055 3.453  -0.16
C36 -2.033 0.031 3.409  -0.10
N6 -3.170 2.368 0.903  0.05
H72 -1.293 4.325 0.532  0.07
H73 -0.921 4.444 2.217  0.06
H74 -2.503 4.863 1.669  0.08
H75 -1.171 2.075 1.522  0.12
H76 -3.026 3.093 3.670  0.13
H77 -1.464 2.583 3.849  0.10
H78 -2.413 -0.885 3.860  0.08
H79 -1.076 0.163 3.914  0.07
H80 -1.840 -0.092 2.343  0.08
H81 -3.865 2.991 1.288  0.09
H82 -3.433 1.448 1.226  0.07
C37 -0.461 -0.002 -7.129  -0.04
C38 0.889 0.594 -6.592  -0.39
C39 1.856 -0.239 -5.662  -0.13
O13 1.120 -0.637 -4.467  -0.20
C40 1.928 -1.363 -3.543  -0.11
N7 1.728 1.085 -7.686  0.03
H83 -1.028 -0.541 -6.370  0.05
H84 -0.227 -0.767 -7.870  0.07
H85 -1.122 0.788 -7.486  0.07
H86 0.523 1.443 -6.015  0.10
H87 2.706 0.395 -5.409  0.10
H88 2.184 -1.067 -6.290  0.12
H89 1.367 -1.624 -2.646  0.07
H90 2.870 -0.863 -3.318  0.08
H91 2.284 -2.291 -3.991  0.09
H92 2.083 0.259 -8.146  0.08
H93 1.045 1.399 -8.360  0.08
C41 -4.200 2.669 -4.913  -0.04
C42 -2.864 1.977 -4.691  -0.40
C43 -1.665 2.852 -4.392  -0.17
O14 -1.771 3.694 -3.216  -0.26
C44 -0.617 4.539 -2.958  -0.08
N8 -3.104 1.065 -3.591  0.01
H94 -5.007 1.938 -4.967  0.08
H95 -4.154 3.351 -5.761  0.08
H96 -4.448 3.396 -4.140  0.06
H97 -2.651 1.359 -5.563  0.13
H98 -1.372 3.342 -5.321  0.13
H99 -0.835 2.160 -4.249  0.11
H100 -0.531 4.964 -1.957  0.07
H101 -0.566 5.426 -3.589  0.09
H102 0.333 4.071 -3.218  0.07
H103 -4.068 0.766 -3.616  0.02
H104 -2.599 0.238 -3.879  0.04
C45 3.915 4.968 -6.630  -0.05
C46 4.177 3.570 -5.976  -0.45
C47 3.197 3.340 -4.841  -0.19
O15 3.659 2.264 -3.950  -0.19
C48 2.768 2.200 -2.823  -0.10
N9 4.154 2.530 -6.935  0.04
H105 2.842 5.150 -6.692  0.07
H106 4.359 5.107 -7.616  0.07
H107 4.273 5.776 -5.993  0.06
H108 5.198 3.681 -5.609  0.12
H109 2.266 2.957 -5.258  0.11
H110 2.908 4.274 -4.359  0.12
H111 2.917 1.233 -2.343  0.07
H112 1.700 2.292 -3.020  0.07
H113 3.012 3.031 -2.161  0.07
H114 4.519 1.703 -6.483  0.07
H115 3.193 2.256 -7.078  0.01
C49 0.782 7.017 3.299  -0.04
C50 2.235 7.088 2.756  -0.44
C51 2.239 6.761 1.245  -0.18
O16 1.607 5.476 1.002  -0.21
C52 1.888 4.809 -0.230  -0.10
N10 2.732 8.399 2.907  0.02
H116 0.115 7.672 2.740  0.08
H117 0.772 7.374 4.329  0.07
H118 0.397 5.998 3.247  0.05
H119 2.947 6.486 3.321  0.14
H120 3.242 6.838 0.824  0.10
H121 1.646 7.444 0.637  0.12
H122 1.334 3.905 -0.483  0.06
H123 2.953 4.681 -0.424  0.07
H124 1.574 5.495 -1.018  0.07
H125 2.145 9.026 2.376  0.07
H126 3.562 8.571 2.357  0.07
C53 -5.887 -7.811 1.570  -0.06
C54 -4.820 -7.007 0.804  -0.39
C55 -5.180 -5.497 0.607  -0.20
O17 -4.286 -5.088 -0.371  -0.19
C56 -4.271 -3.678 -0.689  -0.07
N11 -3.546 -7.147 1.542  0.05
H127 -6.807 -7.842 0.986  0.07
H128 -6.080 -7.307 2.517  0.08
H129 -5.629 -8.867 1.654  0.08
H130 -4.611 -7.509 -0.141  0.12
H131 -5.051 -4.946 1.539  0.11
H132 -6.206 -5.250 0.332  0.11
H133 -4.292 -3.041 0.196  0.07
H134 -5.177 -3.355 -1.202  0.07
H135 -3.473 -3.305 -1.330  0.06
H136 -3.841 -6.904 2.477  0.06
H137 -2.977 -6.377 1.220  0.03
C57 -1.930 -3.873 2.799  -0.02
C58 -0.643 -4.495 3.395  -0.36
C59 -0.987 -5.755 4.281  -0.18
O18 -1.750 -5.413 5.422  -0.17
C60 -1.097 -4.551 6.327  -0.12
N12 0.264 -4.933 2.347  0.03
H138 -1.577 -3.196 2.021  0.05
H139 -2.466 -3.188 3.456  0.06
H140 -2.607 -4.561 2.294  0.06
H141 -0.167 -3.727 4.004  0.12
H142 -0.181 -6.449 4.518  0.12
H143 -1.577 -6.471 3.710  0.11
H144 -0.029 -4.738 6.439  0.09
H145 -1.527 -4.668 7.321  0.08
H146 -1.320 -3.492 6.205  0.07
H147 0.431 -4.151 1.730  0.03
H148 -0.048 -5.744 1.832  0.03
C61 5.474 2.960 1.900  -0.05
C62 6.043 1.534 2.282  -0.36
C63 7.023 1.365 3.568  -0.15
O19 7.946 2.437 3.624  -0.19
C64 8.859 2.422 4.666  -0.14
N13 4.887 0.651 2.419  0.04
H149 4.869 3.394 2.696  0.06
H150 4.953 2.942 0.943  0.07
H151 6.343 3.612 1.804  0.06
H152 6.612 1.316 1.378  0.11
H153 7.574 0.433 3.438  0.11
H154 6.477 1.227 4.501  0.11
H155 9.467 3.327 4.654  0.09
H156 9.550 1.578 4.669  0.08
H157 8.403 2.329 5.652  0.08
H158 5.260 -0.268 2.227  0.02
H159 4.268 0.858 1.648  0.04
C65 4.422 -2.300 5.151  -0.05
C66 2.970 -2.026 4.933  -0.43
C67 2.366 -1.033 5.945  -0.16
O20 1.006 -0.955 5.546  -0.21
C68 0.093 -0.461 6.516  -0.10
N14 2.855 -1.362 3.668  0.02
H160 4.554 -2.494 6.215  0.08
H161 5.100 -1.492 4.877  0.08
H162 4.683 -3.180 4.562  0.07
H163 2.389 -2.944 4.850  0.13
H164 2.852 -0.062 5.851  0.13
H165 2.387 -1.288 7.005  0.13
H166 -0.854 -0.099 6.115  0.08
H167 0.530 0.389 7.040  0.08
H168 -0.257 -1.117 7.313  0.08
H169 1.895 -1.052 3.726  0.07
H170 3.261 -0.447 3.808  0.06
C69 -0.200 4.418 6.270  -0.04
C70 1.218 3.868 6.466  -0.45
C71 1.897 3.409 5.189  -0.19
O21 1.233 2.406 4.458  -0.18
C72 1.680 2.222 3.141  -0.09
N15 1.993 4.921 7.035  0.02
H171 -0.786 3.700 5.696  0.06
H172 -0.072 5.398 5.809  0.07
H173 -0.694 4.646 7.215  0.08
H174 1.163 3.113 7.251  0.13
H175 2.939 3.174 5.408  0.13
H176 1.941 4.244 4.489  0.12
H177 2.742 2.405 2.977  0.07
H178 1.152 2.857 2.430  0.08
H179 1.545 1.206 2.769  0.07
H180 1.696 5.122 7.979  0.08
H181 2.946 4.627 7.195  0.07
C73 3.331 -7.093 2.179  -0.05
C74 3.704 -5.612 1.877  -0.39
C75 3.272 -5.346 0.383  -0.18
O22 3.618 -4.035 0.009  -0.31
C76 3.316 -3.692 -1.368  -0.04
N16 2.968 -4.790 2.791  0.02
H182 2.281 -7.314 1.990  0.06
H183 3.593 -7.345 3.206  0.08
H184 3.889 -7.749 1.510  0.08
H185 4.785 -5.492 1.943  0.14
H186 2.185 -5.405 0.345  0.10
H187 3.677 -6.029 -0.365  0.13
H188 3.731 -4.392 -2.093  0.10
H189 3.623 -2.658 -1.527  0.09
H190 2.235 -3.816 -1.437  0.07
H191 3.178 -5.246 3.667  0.09
H192 1.995 -5.003 2.626  0.01

**Calculated total energy**: -5848.55854 Ha
**Max |F|**: 0.0812 Eh/bohr

[2]
Computed, not measured: a structure of composition C4H7NO2, with ωB97M-V/def2-TZVPD.

Last column: Löwdin charge in e.
Positions of all 14 atoms, in Å:
N1 -0.264 -1.165 0.844  0.13
C1 -1.202 -0.007 0.855  -0.43
O1 -1.827 0.220 1.854  0.13
C2 -0.973 0.818 -0.367  -0.04
C3 0.595 0.981 -0.343  -0.61
C4 1.089 -0.412 -0.169  0.06
O2 1.304 1.239 -1.426  -0.16
H1 -0.129 -1.487 1.804  0.15
H2 -0.634 -1.942 0.296  0.14
H3 -1.570 1.730 -0.320  0.13
H4 -1.239 0.268 -1.279  0.13
H5 0.819 1.597 0.566  0.15
H6 0.979 -1.008 -1.071  0.11
H7 2.020 -0.576 0.370  0.11

**ΔE to the lowest compared entry with this formula, charge and spin**: 373.6 kJ/mol
**Max |F|**: 0.0128 Eh/bohr

[3]
Computed, not measured: a structure of composition C25H23N7O2ReS, with ωB97M-V/def2-TZVPD.

Last column: Löwdin charge in e.
Positions of all 59 atoms, in Å:
Re1 -0.418 -0.089 -0.333  1.52
C1 -0.082 0.551 -3.787  -0.01
C2 1.200 0.324 -3.057  -0.25
C3 2.378 0.268 -3.796  0.02
C4 3.592 0.103 -3.171  0.01
C5 3.625 0.033 -1.788  0.03
C6 2.439 0.097 -1.088  -0.19
N1 1.234 0.208 -1.707  -0.01
C7 2.419 0.153 0.393  -0.20
C8 3.557 -0.009 1.156  0.02
C9 3.476 0.179 2.530  0.02
C10 2.278 0.575 3.082  0.04
C11 1.156 0.720 2.276  -0.17
N2 1.220 0.446 0.956  0.02
C12 -0.093 1.278 2.851  -0.27
C13 -0.532 0.870 4.097  -0.02
C14 -1.657 1.501 4.618  -0.01
C15 -2.245 2.513 3.888  0.01
C16 -1.716 2.876 2.648  -0.31
C17 -2.316 4.004 1.865  -0.05
N3 -0.658 2.250 2.128  0.12
H1 0.140 0.851 -4.808  0.10
H2 -0.691 -0.348 -3.838  0.08
H3 -0.665 1.338 -3.314  0.05
H4 2.319 0.371 -4.870  0.13
H5 4.508 0.062 -3.745  0.14
H6 4.569 -0.037 -1.274  0.12
H7 4.500 -0.259 0.699  0.12
H8 4.356 0.060 3.148  0.14
H9 2.199 0.810 4.133  0.14
H10 -0.031 0.080 4.638  0.13
H11 -2.051 1.214 5.584  0.12
H12 -3.104 3.044 4.276  0.13
H13 -2.585 4.831 2.521  0.09
H14 -1.613 4.360 1.116  0.07
H15 -3.229 3.674 1.365  0.08
N4 -3.643 2.190 -2.268  0.13
C18 -2.759 1.303 -1.813  -0.77
S1 -1.507 1.935 -0.749  0.75
N5 -2.888 0.053 -2.188  0.04
N6 -1.900 -0.737 -1.684  -0.20
C19 -1.899 -1.979 -2.024  -0.02
C20 -0.836 -2.823 -1.495  -0.22
C21 -0.718 -4.161 -1.820  0.03
C22 0.318 -4.894 -1.256  0.01
C23 1.190 -4.265 -0.384  0.01
C24 1.005 -2.924 -0.095  -0.08
N7 0.023 -2.208 -0.647  -0.02
H16 -3.594 3.162 -2.020  0.11
H17 -4.386 1.876 -2.874  0.13
H18 -2.670 -2.356 -2.685  0.16
H19 -1.428 -4.616 -2.495  0.14
H20 0.433 -5.943 -1.489  0.13
H21 1.998 -4.802 0.091  0.13
H22 1.636 -2.410 0.616  0.11
O1 -0.338 -1.819 2.124  0.01
C25 -1.455 -1.365 2.005  -0.43
O2 -1.800 -0.527 1.045  -0.25
H23 -2.260 -1.594 2.712  0.15

**Spin multiplicity**: 4
**Net charge**: +2
**ΔE to the lowest compared entry with this formula, charge and spin**: 0.0 kJ/mol
**Max |F|**: 0.0067 Eh/bohr
**Expectation value of S²**: 3.777

[4]
Computed, not measured: a cluster of 3 separate species, C17H26Br5F9N2O3PS in total in a non-equilibrium geometry, with ωB97M-V/def2-TZVPD.

Last column: Löwdin charge in e.
Positions of all 64 atoms, in Å:
C1 -3.288 -0.398 6.360  -0.15
C2 -2.748 -0.496 4.860  -0.69
Br1 -1.140 -1.653 4.952  0.69
C3 -2.290 0.958 4.446  -0.20
C4 -2.574 1.352 2.969  -0.08
C5 -1.848 2.484 2.363  0.14
C6 -2.180 2.768 0.930  -0.18
C7 -1.375 3.950 0.282  -0.11
C8 -0.018 3.396 -0.388  -0.15
C9 -0.186 1.960 -1.004  -0.19
C10 0.933 1.599 -2.047  -0.07
C11 2.380 1.438 -1.403  -0.37
F1 3.031 2.640 -1.731  0.07
F2 2.355 1.420 -0.024  0.09
C12 3.258 0.304 -2.061  -0.39
F3 4.579 0.683 -1.960  0.10
F4 2.993 0.281 -3.405  0.11
S1 3.072 -1.423 -1.365  0.89
F5 2.393 -1.922 -2.787  -0.17
F6 4.523 -1.797 -2.043  -0.16
F7 3.770 -1.050 0.041  -0.12
F8 1.569 -1.160 -0.822  -0.19
F9 2.958 -2.953 -0.843  -0.13
N1 -3.093 2.099 0.214  0.15
N2 -3.691 1.111 0.827  -0.13
P1 -4.886 0.221 -0.179  0.57
O1 -4.278 0.126 -1.534  -0.28
O2 -5.072 -1.294 0.413  -0.11
O3 -6.280 1.046 -0.335  -0.09
C13 -3.562 0.666 2.105  0.06
H1 -2.462 -0.480 7.108  0.07
H2 -4.028 -1.215 6.532  0.08
H3 -3.823 0.575 6.540  0.08
H4 -3.545 -0.937 4.223  0.08
H5 -1.175 1.034 4.581  0.11
H6 -2.732 1.731 5.128  0.13
H7 -1.106 3.083 2.930  0.15
H8 -1.154 4.686 1.096  0.12
H9 -2.022 4.470 -0.471  0.13
H10 0.219 4.146 -1.190  0.13
H11 0.745 3.389 0.432  0.12
H12 -1.158 1.966 -1.579  0.12
H13 -0.287 1.140 -0.249  0.11
H14 0.673 0.657 -2.606  0.13
H15 0.992 2.400 -2.827  0.14
H16 -4.222 -1.744 0.184  0.05
H17 -6.401 1.197 -1.297  0.12
H18 -4.160 -0.192 2.469  0.13
Br2 9.091 -0.042 -1.516  0.61
C14 7.887 -1.482 -2.023  -0.72
C15 8.564 -2.825 -1.934  -0.70
Br3 9.758 -3.119 -3.443  0.61
H19 7.520 -1.252 -3.021  0.05
H20 7.062 -1.419 -1.315  0.04
H21 7.830 -3.628 -1.992  0.06
H22 9.158 -2.946 -1.031  0.05
Br4 -1.538 -2.457 -0.846  0.64
C16 -2.194 -2.521 -2.683  -0.66
C17 -3.122 -3.688 -2.896  -0.70
Br5 -2.136 -5.359 -3.048  0.63
H23 -1.319 -2.544 -3.330  0.06
H24 -2.723 -1.578 -2.828  0.04
H25 -3.655 -3.585 -3.840  0.06
H26 -3.841 -3.817 -2.089  0.05

**Calculated total energy**: -15506.72125 Ha
**Net charge**: +1
**Max |F|**: 0.1088 Eh/bohr